ORCA calculation (ωB97M-V/def2-TZVPD) on a cluster of 11 separate species, C20H62N2O11 in total at a distorted geometry.

Summary:
energy relative to the best compared isomer or geometry (same formula, charge and spin) = 0.000 eV
charge = 0
calculated total energy = -47244.4125 eV
structure (SMILES) = NC(N)=O.CCO.CCO.CCO.CCO.CCO.CCO.CCO.CCO.CCO.CO
max |F| = 8.6 eV Å⁻¹
molar mass = 506.7 g/mol
spin multiplicity = 1
frontier orbital gap = 9.40 eV

Each line ends with the Mulliken charge.
CARTESIAN COORDINATES (ANGSTROEM)
N1 15.902 11.360 -9.436  0.13
C1 15.624 10.163 -9.018  0.14
N2 16.441 9.240 -9.373  0.20
O1 14.498 9.957 -8.290  -0.80
H1 15.434 12.161 -9.009  0.27
H2 16.620 11.577 -10.143  0.03
H3 16.314 8.437 -8.704  0.24
H4 17.354 9.312 -9.771  0.08
C2 18.262 13.891 -10.936  -1.36
C3 19.033 12.611 -10.950  0.00
O2 18.177 11.509 -11.008  0.07
H5 17.607 13.970 -10.059  0.31
H6 17.638 14.048 -11.828  0.24
H7 18.984 14.787 -10.814  0.38
H8 19.618 12.538 -10.059  0.26
H9 19.659 12.563 -11.874  0.23
H10 18.625 10.721 -10.671  0.02
C4 16.471 12.748 -14.694  -1.55
C5 16.082 11.723 -13.640  1.22
O3 14.854 11.072 -13.974  -0.68
H11 16.671 12.198 -15.646  0.27
H12 17.386 13.300 -14.411  0.32
H13 15.711 13.535 -14.908  0.38
H14 15.901 12.314 -12.772  0.04
H15 16.897 10.973 -13.454  -0.47
H16 14.700 10.300 -13.408  0.12
C6 13.513 7.117 -10.553  0.36
C7 12.124 7.210 -11.137  -0.71
O4 11.590 5.917 -11.268  -0.57
H17 13.737 8.100 -10.042  0.07
H18 14.265 6.883 -11.262  -0.77
H19 13.595 6.415 -9.765  0.62
H20 12.142 7.494 -12.193  0.09
H21 11.357 7.852 -10.681  0.46
H22 11.078 5.662 -10.483  0.34
C8 17.978 5.785 -9.920  -0.85
C9 16.567 5.193 -10.003  0.04
O5 16.445 4.421 -11.234  -0.59
H23 18.163 6.119 -8.882  0.25
H24 18.086 6.609 -10.619  -0.10
H25 18.665 5.022 -10.142  0.58
H26 15.857 5.975 -9.976  -0.19
H27 16.378 4.561 -9.187  0.61
H28 15.518 4.144 -11.301  0.31
C10 13.636 4.993 -15.318  -1.48
C11 14.261 6.071 -14.443  0.50
O6 15.178 5.534 -13.580  -0.40
H29 14.402 4.393 -15.792  0.31
H30 12.982 5.438 -16.065  0.41
H31 12.890 4.391 -14.740  0.35
H32 13.443 6.552 -13.866  -0.39
H33 14.696 6.876 -14.994  0.36
H34 14.745 5.139 -12.831  0.22
C12 12.553 12.152 -11.725  -1.01
C13 12.475 10.790 -11.095  0.45
O7 11.217 10.462 -10.773  -0.55
H35 12.515 12.889 -10.956  0.37
H36 11.925 12.343 -12.598  0.30
H37 13.589 12.196 -12.095  0.11
H38 13.163 10.884 -10.252  0.21
H39 12.873 9.946 -11.673  -0.32
H40 11.086 10.945 -9.935  0.40
C14 20.974 9.813 -9.038  -1.33
C15 19.894 8.750 -9.314  -0.51
O8 19.183 9.127 -10.510  -0.23
H41 21.797 9.744 -9.703  0.35
H42 21.261 9.561 -7.994  0.40
H43 20.604 10.832 -8.996  0.21
H44 19.170 8.591 -8.575  0.52
H45 20.382 7.819 -9.497  0.39
H46 19.549 8.644 -11.297  -0.23
C16 19.530 9.598 -13.832  0.24
C17 19.663 8.019 -13.688  -0.21
O9 20.452 7.874 -12.474  -0.61
H47 20.520 9.926 -14.118  0.47
H48 19.220 10.030 -12.862  -0.63
H49 18.784 9.910 -14.566  -0.02
H50 20.086 7.610 -14.600  0.43
H51 18.684 7.495 -13.612  -0.01
H52 20.566 6.927 -12.226  0.30
C18 16.963 8.945 -16.551  -0.42
C19 17.300 7.431 -16.737  0.10
O10 17.194 6.917 -18.019  -0.58
H53 16.037 9.255 -16.933  0.52
H54 17.699 9.632 -16.970  0.46
H55 17.018 9.166 -15.493  -0.38
H56 16.728 6.776 -16.076  0.04
H57 18.320 7.249 -16.351  0.01
H58 16.442 7.346 -18.458  0.35
C20 16.328 8.415 -12.427  1.28
O11 15.295 9.231 -12.002  1.20
H59 17.265 8.783 -12.081  -0.55
H60 16.341 8.316 -13.564  -0.68
H61 16.231 7.404 -12.044  -0.34
H62 15.476 9.325 -11.115  -0.40

***

ORCA calculation (ωB97M-V/def2-TZVPD) on a cluster of 2 separate species, C4H8N2O3S in total at a distorted geometry.

Summary:
energy relative to the best compared isomer or geometry (same formula, charge and spin) = 2.799 eV
charge = 0
calculated total energy = -24232.4216 eV
max |F| = 2.9 eV Å⁻¹
molar mass = 164.2 g/mol
spin multiplicity = 1
frontier orbital gap (alpha / beta) = 7.62 / 7.62 eV

Each line ends with the Mulliken charge.
CARTESIAN COORDINATES (ANGSTROEM)
C1 -0.717 -0.305 -1.612  0.07
C2 -1.767 -1.895 0.544  0.16
C3 0.688 1.408 1.233  -0.81
C4 0.084 1.530 -0.182  -0.42
N1 0.107 0.323 1.996  -0.57
N2 0.297 0.294 -0.956  0.00
O1 -0.588 -1.418 -2.174  -0.38
O2 -1.490 -2.977 0.694  -0.14
O3 1.448 -1.857 -0.713  -0.64
S1 0.801 -2.513 -1.857  0.15
H1 1.714 0.992 1.180  0.38
H2 0.801 2.357 1.897  0.31
H3 0.504 2.484 -0.726  0.25
H4 -1.037 1.634 -0.038  0.32
H5 -1.558 0.224 -1.998  0.42
H6 -0.822 0.565 2.089  0.26
H7 1.138 -0.275 -0.883  0.33
H8 0.397 -0.573 1.506  0.30